# 1
C4H9N2 | the ωB97M-V functional and the def2-TZVPD basis

Each line ends with the Mulliken charge.
Positions of all 15 atoms, in Å:
H 1.39 -1.02 2.76  0.27
N 0.53 -0.54 2.46  -0.82
C 0.52 0.02 -2.55  -0.80
H -0.22 -0.71 3.21  0.35
H -0.21 -0.43 -3.22  0.33
C 0.21 1.97 -0.81  -0.42
H -0.25 -0.41 1.34  0.29
H 1.13 -0.87 -2.34  0.33
H -1.27 -0.99 0.12  0.38
H 0.71 0.44 2.62  0.34
C -0.55 0.82 -0.35  0.62
N 0.06 0.86 -1.51  0.26
C -1.16 -0.06 0.57  -0.90
H 1.10 0.52 -3.34  0.37
H -1.98 0.41 1.03  0.39

Properties
Total energy = -7262.1277 eV
Energy above the lowest of the compared OMol25 structures with the same formula, charge and spin = 6.014 eV
E_LUMO = -4.559 eV
Total charge = +1
HOMO = -0.5255 Ha


# 2
C4H9N2 | the ωB97M-V functional and the def2-TZVPD basis

Each line ends with the Mulliken charge.
Positions of all 15 atoms, in Å:
H 0.37 2.08 0.85  0.39
H -0.47 -0.97 2.50  0.37
C 0.77 -0.28 -0.29  0.17
C 0.40 -1.21 -1.45  -1.15
N -0.54 1.76 0.50  -0.07
H 1.57 0.34 -0.68  0.45
H 0.13 -0.50 -2.31  0.31
H -0.65 2.06 -0.40  0.31
C -0.36 0.33 0.51  -0.36
H -1.18 2.04 1.21  0.37
N 1.01 -1.12 0.95  -0.43
C 0.01 -0.61 1.60  -0.29
H -0.53 -1.83 -1.16  0.29
H -1.85 -0.17 -0.15  0.32
H 1.32 -1.92 -1.69  0.33

Properties
Total energy = -7262.5690 eV
Energy above the lowest of the compared OMol25 structures with the same formula, charge and spin = 5.573 eV
E_LUMO = -4.580 eV
Total charge = +1
HOMO = -0.5263 Ha


# 3
C4H9N2 | the ωB97M-V functional and the def2-TZVPD basis

Each line ends with the Mulliken charge.
Positions of all 15 atoms, in Å:
H 3.13 -0.62 0.33  0.43
H -2.69 -1.12 -0.05  0.21
H -0.26 -0.04 -1.35  0.38
C -1.18 0.19 0.49  -0.37
N -2.29 -0.22 -0.29  -0.52
N 0.04 -0.02 -0.37  -0.10
H -3.01 0.47 -0.43  0.23
H -1.01 -0.39 1.40  0.34
C 1.52 0.97 -0.17  -0.38
C 2.11 -0.37 0.11  -0.11
H 0.74 -2.12 0.06  0.49
H 1.76 1.46 -1.10  0.30
H -1.21 1.25 0.73  0.38
H 1.35 1.64 0.67  0.30
C 1.00 -1.08 -0.03  -0.57

Properties
Total energy = -7265.4383 eV
Energy above the lowest of the compared OMol25 structures with the same formula, charge and spin = 2.703 eV
E_LUMO = -3.354 eV
Total charge = +1
SMILES = NC[N@@H+]1C=CC1
HOMO = -0.5321 Ha


# 4
C4H9N2 | the ωB97M-V functional and the def2-TZVPD basis

Each line ends with the Mulliken charge.
Positions of all 15 atoms, in Å:
N 1.41 -0.25 0.01  -0.54
H -0.17 -0.19 0.54  0.31
H -1.64 0.49 -2.04  0.30
H -2.90 -0.82 -1.95  0.35
C 3.32 0.79 1.16  -0.89
H -3.21 0.23 0.32  0.39
H -1.39 0.05 1.63  0.26
C -2.24 -0.13 -0.07  0.25
H 3.80 0.39 2.04  0.28
C 2.37 0.19 0.58  0.64
H -1.20 -1.19 -1.50  0.27
C -2.01 -0.42 -1.49  -0.95
H 3.50 1.86 0.80  0.23
H 1.53 -0.91 -0.72  0.20
N -1.19 -0.08 0.69  -0.10

Properties
Total energy = -7265.6042 eV
Energy above the lowest of the compared OMol25 structures with the same formula, charge and spin = 2.537 eV
E_LUMO = -4.659 eV
Total charge = +1
HOMO = -0.4885 Ha


# 5
C4H9N2 | the ωB97M-V functional and the def2-TZVPD basis

Each line ends with the Mulliken charge.
Positions of all 15 atoms, in Å:
H -3.21 2.93 -2.19  0.26
H 2.23 -2.17 -0.97  0.26
C 2.23 -1.87 0.14  -0.71
H -0.38 -1.53 2.12  0.17
H 2.65 -0.79 0.16  0.23
H 0.90 -2.97 2.17  0.31
H -0.11 0.89 -1.13  0.30
C 0.46 -2.09 1.74  -0.27
C -1.63 2.17 -1.00  0.61
C -2.41 3.18 -1.41  -0.60
N -0.92 1.21 -0.55  -0.19
H 2.81 -2.35 0.97  0.34
H -2.49 4.20 -1.11  0.33
H -1.03 0.78 0.39  0.26
N 0.90 -1.58 0.67  -0.31

Properties
Total energy = -7263.6292 eV
Energy above the lowest of the compared OMol25 structures with the same formula, charge and spin = 4.513 eV
E_LUMO = -5.178 eV
Total charge = +1
HOMO = -0.4634 Ha


# 6
C4H9N2 | the ωB97M-V functional and the def2-TZVPD basis

Each line ends with the Mulliken charge.
Positions of all 15 atoms, in Å:
H 1.11 -2.33 -0.23  0.24
C 0.54 -0.40 -0.65  0.30
C 0.92 0.95 0.12  -0.83
H -1.37 -1.26 -0.61  0.36
H 1.14 -0.28 -1.61  0.35
H -1.60 0.13 -1.66  0.36
H 1.01 -1.32 1.06  0.22
N -1.05 -0.28 -0.87  -0.30
C -1.43 0.48 0.45  -0.48
H -0.36 1.79 1.76  0.49
H 1.35 1.73 -0.61  0.35
H 1.78 0.73 0.80  0.35
H -2.34 0.44 0.97  0.46
N 0.63 -1.56 0.17  -0.59
C -0.35 1.21 0.91  -0.28

Properties
Total energy = -7265.9685 eV
Energy above the lowest of the compared OMol25 structures with the same formula, charge and spin = 2.173 eV
E_LUMO = -3.153 eV
Total charge = +1
SMILES = N[C@@H]1CC=C[NH2+]1
HOMO = -0.5337 Ha


# 7
C4H9N2 | the ωB97M-V functional and the def2-TZVPD basis

Each line ends with the Mulliken charge.
Positions of all 15 atoms, in Å:
H -1.89 -1.78 -0.86  0.44
C -0.91 -0.26 0.17  0.83
N 0.01 0.06 -0.63  -0.18
N 3.64 0.92 -1.02  -0.26
H -0.16 1.05 1.74  0.34
H -1.21 -0.37 2.29  0.34
H 0.27 -0.41 -1.42  0.34
H 3.58 0.52 0.05  0.27
H -2.78 -0.36 -0.69  0.36
H 4.67 1.04 -1.29  0.27
H -2.72 -1.58 0.57  0.37
C -1.03 0.45 1.49  -1.02
H -1.96 0.97 1.41  0.32
C -2.10 -1.10 -0.16  -1.28
C 2.59 0.86 -1.65  -0.14

Properties
Total energy = -7260.5939 eV
Energy above the lowest of the compared OMol25 structures with the same formula, charge and spin = 2.866 eV
E_LUMO (spin up / spin down) = -3.989 / -8.137 eV
Total charge = +1
Multiplicity = 3
HOMO (spin up / spin down) = -0.4190 / -0.5324 Ha


# 8
C4H9N2O | the ωB97M-V functional and the def2-TZVPD basis

Each line ends with the Mulliken charge.
Positions of all 16 atoms, in Å:
H 0.03 0.23 -1.40  0.37
H -1.65 1.46 -0.34  0.40
H 0.18 -1.27 1.09  0.37
C 1.06 1.05 0.05  -0.44
H 1.18 1.81 -0.71  0.34
O 3.41 0.56 0.05  -0.50
H -1.39 0.74 1.11  0.38
C 0.42 -1.18 0.06  -0.51
N 1.87 -1.14 -0.10  -0.20
H -2.11 -0.15 -0.31  0.39
H 0.89 1.47 1.13  0.30
C 2.30 0.14 -0.01  0.30
C -1.32 0.45 0.07  -0.97
H 2.55 -1.96 0.15  0.34
H -0.20 -1.85 -0.45  0.48
N -0.03 0.16 -0.44  -0.03

Properties
Total energy = -9313.8506 eV
Energy above the lowest of the compared OMol25 structures with the same formula, charge and spin = 2.165 eV
E_LUMO = -3.428 eV
Total charge = +1
SMILES = C[N@@H+]1CNC(=O)C1
HOMO = -0.5350 Ha


# 9
C4H9N2O | the ωB97M-V functional and the def2-TZVPD basis

Each line ends with the Mulliken charge.
Positions of all 16 atoms, in Å:
H 0.42 1.02 2.94  0.40
H 2.79 0.25 2.62  0.25
N 2.05 0.08 1.95  -0.04
H -5.54 0.77 -2.00  0.33
C 0.65 -0.68 -1.38  -1.11
H -0.74 0.56 0.71  0.23
N 0.21 0.30 0.91  -0.03
H 0.18 0.19 -1.84  0.35
C 0.81 0.52 2.07  -0.16
C 1.09 -0.24 0.00  0.55
C 2.27 -0.39 0.66  -0.50
H -0.09 -1.47 -1.26  0.33
H 3.18 -0.87 0.39  0.40
H 1.53 -0.98 -1.94  0.32
O -4.62 0.87 -1.74  -0.64
H -4.20 0.08 -2.09  0.31

Properties
Total energy = -9315.6399 eV
Energy above the lowest of the compared OMol25 structures with the same formula, charge and spin = 0.376 eV
E_LUMO = -3.223 eV
Total charge = +1
HOMO = -0.5120 Ha


# 10
C4H9N2O | the ωB97M-V functional and the def2-TZVPD basis

Each line ends with the Mulliken charge.
Positions of all 16 atoms, in Å:
H 0.11 -1.99 -0.94  0.30
C 0.40 -0.91 -0.62  -0.66
H -1.52 -1.28 0.98  0.40
N -0.77 -0.09 -0.48  -0.08
C 2.55 1.00 -0.13  -0.72
H 0.95 -0.57 -1.51  0.40
C -1.82 -0.43 0.36  0.21
H -1.04 0.62 -1.13  0.27
H 3.28 1.74 0.15  0.29
C 2.08 0.08 0.69  0.27
H -3.73 0.15 1.09  0.26
H -3.29 1.03 -0.13  0.21
H 2.61 -0.01 1.72  0.27
O 1.09 -0.89 0.61  -0.27
H 2.05 1.22 -1.11  0.18
N -2.95 0.32 0.45  -0.32

Properties
Total energy = -9313.2727 eV
Energy above the lowest of the compared OMol25 structures with the same formula, charge and spin = 2.743 eV
E_LUMO = -4.490 eV
Total charge = +1
SMILES = C=COCNC=[NH2+]
HOMO = -0.4780 Ha


# 11
C4H9N2O | the ωB97M-V functional and the def2-TZVPD basis

Each line ends with the Mulliken charge.
Positions of all 16 atoms, in Å:
N 0.05 -2.40 1.54  0.09
C -0.77 0.28 -1.90  -1.13
H -0.16 -1.39 3.30  0.40
C 0.03 1.01 -0.88  1.05
H -0.33 0.10 -2.82  0.41
C 0.43 2.44 -1.40  -1.15
H 1.26 -2.23 2.99  0.29
H -0.25 -3.09 3.42  0.28
H -0.83 -0.84 -1.65  0.27
H -0.40 2.98 -1.34  0.42
H -1.60 0.90 -2.17  0.38
H 0.85 2.32 -2.30  0.39
C 0.24 -2.23 2.90  -0.60
H 1.10 2.93 -0.62  0.34
N 0.51 0.78 0.18  -0.31
O -0.14 -1.56 0.73  -0.13

Properties
Total energy = -9307.4382 eV
Energy above the lowest of the compared OMol25 structures with the same formula, charge and spin = 8.578 eV
E_LUMO (spin up / spin down) = -7.636 / -6.221 eV
Total charge = +1
HOMO (spin up / spin down) = -0.4703 / -0.5309 Ha


# 12
C4H9N2O | the ωB97M-V functional and the def2-TZVPD basis

Each line ends with the Mulliken charge.
Positions of all 16 atoms, in Å:
C -0.07 0.22 -0.36  0.04
C -0.87 -0.84 -2.50  -0.12
H -1.70 -0.90 -0.65  0.30
N 0.02 -0.23 -3.21  0.20
H 1.75 -0.05 1.89  0.39
H 0.65 0.76 -0.89  0.61
O 0.76 0.77 -3.01  -0.55
H -0.79 -0.60 1.53  0.33
C -0.28 0.28 1.10  -0.50
H 0.10 -0.61 -4.22  0.29
H -1.34 -1.75 -3.04  0.29
N -0.83 -0.66 -1.05  -0.09
H 1.43 1.61 1.64  0.40
H 0.74 0.73 2.99  0.42
C 1.03 0.69 1.99  -1.32
H -0.81 1.18 1.43  0.30

Properties
Total energy = -9311.1729 eV
Energy above the lowest of the compared OMol25 structures with the same formula, charge and spin = 4.843 eV
E_LUMO (spin up / spin down) = -5.542 / -5.541 eV
Total charge = +1
SMILES = CC/C=[NH+]/C=[NH+]\[O-]
HOMO (spin up / spin down) = -0.5133 / -0.5134 Ha


# 13
C4H9N2O2 | the ωB97M-V functional and the def2-TZVPD basis

Each line ends with the Mulliken charge.
Positions of all 17 atoms, in Å:
C 1.16 0.66 0.76  -0.30
H -0.83 -3.08 1.11  0.29
H -1.82 1.09 0.93  0.35
H -1.45 -1.57 0.95  0.25
N 0.37 -0.17 -0.14  0.43
H -0.83 1.23 -0.93  0.52
H -1.28 -0.27 -1.45  0.44
H 1.61 0.15 1.60  0.25
H 2.46 -0.02 -1.16  0.26
H 1.23 1.49 -1.18  0.23
O -1.89 0.29 0.37  -0.54
O 1.36 -2.19 -0.51  -0.43
H 0.58 1.58 0.99  0.26
C 0.43 -1.68 -0.02  0.34
C -0.98 0.28 -0.63  -0.68
C 1.57 0.59 -0.68  -0.33
N -0.58 -2.09 0.82  -0.36

Properties
Total energy = -11360.6997 eV
Energy above the lowest of the compared OMol25 structures with the same formula, charge and spin = 2.268 eV
E_LUMO = -3.199 eV
Total charge = +1
SMILES = NC(=O)[N+]1(CO)CC1
HOMO = -0.5641 Ha


# 14
C4H9N2O2 | the ωB97M-V functional and the def2-TZVPD basis

Each line ends with the Mulliken charge.
Positions of all 17 atoms, in Å:
N 0.82 1.31 -0.16  -0.17
N 1.63 -0.84 0.31  0.12
O -2.35 -0.61 -0.35  -0.46
H 2.24 -1.42 0.83  0.24
H 0.96 2.22 0.11  0.27
O -0.94 -0.17 1.49  -0.44
H 2.35 0.82 1.18  0.39
C -0.59 1.09 -0.59  -0.74
H -0.60 0.71 -1.56  0.34
C -1.32 0.07 0.19  0.48
C 0.83 -1.34 -0.57  -0.89
H -1.13 2.14 -0.43  0.38
H -3.13 -0.10 -0.63  0.36
H 0.57 -2.42 -0.70  0.32
C 1.63 0.41 0.50  -0.12
H 0.49 -0.82 -1.42  0.52
H -1.43 -1.06 1.82  0.41

Properties
Total energy = -11358.5897 eV
Energy above the lowest of the compared OMol25 structures with the same formula, charge and spin = 4.378 eV
E_LUMO (spin up / spin down) = -3.425 / -4.487 eV
Total charge = +1
HOMO (spin up / spin down) = -0.4297 / -0.4048 Ha


# 15
C4H9N2O3 | the ωB97M-V functional and the def2-TZVPD basis

Each line ends with the Mulliken charge.
Positions of all 18 atoms, in Å:
N -3.98 0.11 -0.05  1.08
H -1.09 -0.65 -0.97  0.38
N -3.23 -0.37 -0.97  -0.69
H -0.49 -1.65 0.23  0.23
H -1.44 1.33 0.33  0.37
O -3.38 0.77 0.82  -0.78
O 0.40 1.53 -0.84  -0.54
H 2.53 -0.68 0.21  0.21
C -0.44 1.40 0.36  -0.95
O -5.19 -0.06 -0.03  -0.77
H 2.24 1.15 0.77  0.39
C -0.17 -0.90 -0.62  -1.16
H -3.75 -0.85 -1.76  0.13
H 0.50 -1.26 -1.45  0.30
C 0.57 0.37 -0.02  1.36
C 1.83 0.14 0.75  -1.15
H 1.45 -0.30 1.65  0.26
H -0.21 2.03 1.09  0.33

Properties
Total energy = -13412.2709 eV
Energy above the lowest of the compared OMol25 structures with the same formula, charge and spin = 5.095 eV
E_LUMO = 3.586 eV
Total charge = -1
HOMO = -0.1574 Ha


# 16
C4H9N2O4P | the ωB97M-V functional and the def2-TZVPD basis

Each line ends with the Mulliken charge.
Positions of all 20 atoms, in Å:
C -1.83 -0.25 0.20  0.83
C -3.59 1.22 -0.33  -0.65
P -0.31 -2.69 -0.14  -0.03
C 2.17 -0.50 0.03  0.55
H -0.47 0.14 1.74  0.26
N 0.03 -1.52 0.90  -0.61
H 4.46 1.00 0.56  0.33
O -2.16 -0.95 -0.73  -0.59
H 0.01 -2.22 -1.48  0.05
N -0.74 -0.49 1.01  0.24
H -3.44 2.09 -0.91  0.27
H 3.76 1.55 -0.95  0.29
H -4.45 1.47 0.37  0.24
H 3.40 2.34 0.57  0.28
H 0.81 -3.47 0.10  0.05
O 2.56 -1.07 -0.93  -0.45
C 3.53 1.40 0.18  -0.73
O -2.45 0.86 0.45  -0.38
O 2.38 0.56 0.59  -0.26
H -3.67 0.52 -1.23  0.30

Properties
Total energy = -24747.5653 eV
Energy above the lowest of the compared OMol25 structures with the same formula, charge and spin = 8.733 eV
E_LUMO (spin up / spin down) = -0.026 / 0.297 eV
Total charge = 0
HOMO (spin up / spin down) = -0.2773 / -0.2655 Ha